Entry from OMol25: a structure of composition C30H35N15O2SW (ωB97M-V/def2-TZVPD).

Each line ends with the Mulliken charge.
Element x y z (Å)
1 W 0.5044 -0.3445 0.1421  1.518
2 C -1.7233 -0.6957 -6.7102  -1.585
3 C -1.5444 -0.6869 -5.2206  -0.118
4 C -2.3685 -1.4538 -4.3926  -0.858
5 C -2.2328 -1.5077 -2.9965  0.365
6 C -3.2316 -2.2418 -2.2663  0.001
7 N -3.2224 -2.4855 -0.9989  0.200
8 C -4.3081 -3.1357 -0.2446  -0.799
9 C -4.9614 -2.2116 0.7889  -0.917
10 C -4.3062 -2.1193 2.1648  -0.597
11 N -3.1675 -1.1654 2.2627  0.272
12 C -2.8809 -0.5324 3.3506  0.104
13 C -1.7704 0.3438 3.6189  0.382
14 C -1.7241 0.8897 4.9121  -1.165
15 C -0.6888 1.7087 5.3581  -0.350
16 C -0.6625 2.2517 6.7541  -1.557
17 C 0.3245 1.9819 4.4487  -0.621
18 C 0.3327 1.4464 3.1519  1.057
19 C 1.4054 1.8135 2.2568  -0.589
20 N 1.6429 1.3324 1.0885  -0.230
21 C 2.6715 2.0577 0.2928  -0.568
22 C 1.9823 3.1578 -0.5068  -0.712
23 C 0.5562 2.7469 -0.8041  -1.011
24 N 0.4127 1.3133 -1.2359  -0.595
25 C 0.1945 1.1922 -2.5209  0.018
26 C -0.4541 0.1170 -3.1910  0.133
27 C -0.6263 0.1340 -4.5896  -0.771
28 C -1.2021 -0.7533 -2.3993  1.313
29 O -0.9669 -0.8065 -1.0834  -1.135
30 C -0.7155 0.6335 2.7414  0.826
31 O -0.7085 0.1440 1.4719  -0.479
32 H -1.8338 -1.7136 -7.0822  0.420
33 H -0.8755 -0.2370 -7.2135  0.425
34 H -2.6220 -0.1424 -6.9889  0.361
35 H -3.1609 -2.0361 -4.8528  0.557
36 H -4.0955 -2.6013 -2.8203  0.522
37 H -2.3773 -2.2409 -0.4964  -0.406
38 H -3.8945 -4.0296 0.2253  0.350
39 H -5.0514 -3.4596 -0.9711  0.532
40 H -5.9519 -2.6325 0.9745  0.435
41 H -5.1420 -1.2188 0.3698  0.336
42 H -3.9479 -3.0967 2.4945  0.310
43 H -5.0454 -1.7781 2.8878  0.523
44 H -2.5632 -1.0264 1.4621  -0.092
45 H -3.5671 -0.6981 4.1776  0.549
46 H -2.5333 0.6602 5.5971  0.495
47 H -1.6635 2.3185 7.1753  0.420
48 H -0.2065 3.2398 6.7844  0.419
49 H -0.0719 1.5946 7.3966  0.349
50 H 1.1436 2.6270 4.7494  0.575
51 H 2.0603 2.6101 2.6112  0.645
52 H 3.1529 1.3629 -0.3845  -0.071
53 H 3.4339 2.4476 0.9658  0.751
54 H 2.5443 3.3426 -1.4226  0.445
55 H 1.9544 4.0989 0.0452  0.358
56 H 0.1205 3.3748 -1.5789  0.865
57 H -0.0833 2.8600 0.0709  0.256
58 H 0.3983 2.0701 -3.1321  0.639
59 H -0.0317 0.8238 -5.1794  0.531
60 N 3.8456 -1.0982 1.2154  0.128
61 C 2.8271 -1.3557 2.1056  -0.218
62 N 2.9846 -1.8397 3.3123  -0.447
63 N 1.7349 -1.9503 3.8028  -0.793
64 N 0.8602 -1.5685 2.9539  -0.420
65 N 1.5259 -1.1520 1.8333  1.647
66 C 3.5829 -0.9257 -0.1030  -0.689
67 N 4.4266 -0.8558 -1.0907  -0.337
68 N 3.6630 -0.7197 -2.2049  -0.818
69 N 2.4252 -0.7176 -1.9470  -0.287
70 N 2.2944 -0.8319 -0.5645  2.115
71 H 4.8061 -1.2028 1.5225  0.349
72 C 2.6754 -4.1440 -1.4080  -0.867
73 N 2.3724 -4.3051 0.0208  0.328
74 C 3.0996 -5.1167 0.8582  -0.198
75 C 2.4917 -5.0992 2.0728  -0.650
76 N 1.4029 -4.2823 1.9451  0.219
77 C 1.3364 -3.7884 0.7000  -0.019
78 S 0.0734 -2.7896 0.0195  -0.316
79 H 3.7308 -3.9051 -1.5192  0.394
80 H 2.0648 -3.3457 -1.8185  0.228
81 H 2.4562 -5.0753 -1.9259  0.351
82 H 3.9755 -5.6452 0.5199  0.533
83 H 2.7429 -5.5922 2.9968  0.467
84 H 0.7730 -4.0304 2.6948  0.270

Summary:
Multiplicity: 1
Highest occupied orbital energy, eV: -19.33
Net charge: +4
Gap between HOMO and LUMO, eV: 6.1125
ΔE to the lowest compared entry with this formula, charge and spin, kJ/mol: 0.00



Entry from OMol25: a cluster of 2 separate species, C30H35N4O3 in total in a non-equilibrium geometry (ωB97M-V/def2-TZVPD).

Each line ends with the Mulliken charge.
Element x y z (Å)
1 C -0.2526 -3.7248 2.1940  -0.786
2 N 1.0100 -3.0070 2.0185  0.085
3 C 1.2253 -1.6693 1.8985  -0.070
4 C 0.1376 -0.6757 1.9809  1.097
5 C -1.2300 -1.0817 1.6378  -0.259
6 C -2.2612 -0.3765 2.2011  -0.946
7 C -3.5460 -0.9978 2.4966  0.460
8 C -4.2226 -0.6781 3.7044  -0.290
9 C -5.4739 -1.2257 3.9875  -0.597
10 C -6.0890 -2.0938 3.0726  -0.433
11 C -5.4018 -2.4678 1.9103  -0.604
12 C -4.1328 -1.9420 1.6314  -0.383
13 O 0.3571 0.4908 2.4040  -0.748
14 N 2.5864 -1.4931 1.9445  0.429
15 C 3.3731 -0.2070 2.0137  1.723
16 C 4.8577 -0.5303 1.9488  -2.223
17 C 3.0988 0.4887 3.3384  -1.619
18 C 2.9906 0.6615 0.8284  -1.643
19 C 3.1845 -2.7347 2.0088  -0.088
20 C 2.2134 -3.6710 2.0410  -0.961
21 H 0.0162 -4.7422 2.5125  0.331
22 H -0.8828 -3.2636 2.9665  0.377
23 H -0.8025 -3.7924 1.2452  0.335
24 H -1.3953 -1.8721 0.9047  0.727
25 H -2.0660 0.5981 2.6487  0.547
26 H -3.7268 -0.0241 4.4250  0.402
27 H -5.9792 -0.9881 4.9243  0.392
28 H -7.0717 -2.5220 3.2833  0.395
29 H -5.8454 -3.1791 1.2144  0.392
30 H -3.5783 -2.2470 0.7368  0.330
31 H 5.1261 -1.0572 1.0204  0.474
32 H 5.4070 0.4234 1.9623  0.432
33 H 5.1921 -1.1121 2.8225  0.526
34 H 2.0570 0.8150 3.3931  0.274
35 H 3.3337 -0.1807 4.1771  0.424
36 H 3.7568 1.3663 3.4068  0.451
37 H 1.9687 1.0283 0.9445  0.170
38 H 3.6693 1.5254 0.7932  0.552
39 H 3.0951 0.1004 -0.1111  0.422
40 H 4.2578 -2.8717 2.0414  0.512
41 H 2.2771 -4.7543 2.0967  0.413
42 O 0.1294 -0.4253 -3.6541  -0.625
43 C 0.8125 0.5846 -3.5972  0.201
44 C 1.7192 1.1389 -4.6419  0.241
45 C 2.2083 2.3583 -4.2056  0.120
46 C 3.1229 3.0804 -4.9748  -0.512
47 C 3.5328 2.5373 -6.2066  -0.460
48 C 3.0373 1.2903 -6.6422  -0.480
49 C 2.1201 0.5753 -5.8535  -0.431
50 C 1.6547 2.6430 -2.8450  0.302
51 O 1.8267 3.6186 -2.1397  -0.630
52 N 0.8602 1.5113 -2.5425  0.723
53 C 0.1158 1.3612 -1.2885  -0.741
54 C -1.3134 1.8913 -1.4118  0.239
55 C -2.2057 2.0788 -0.1746  0.463
56 C -3.6461 1.9780 -0.7525  -0.592
57 C -3.4809 1.3893 -2.1731  -0.785
58 N -2.0787 1.0406 -2.2609  -0.280
59 H 3.4974 4.0351 -4.6034  0.473
60 H 4.2442 3.0744 -6.8389  0.393
61 H 3.3744 0.8789 -7.5966  0.392
62 H 1.7198 -0.3990 -6.1401  0.466
63 H 0.1254 0.2993 -1.0269  0.025
64 H 0.6548 1.9313 -0.5383  0.282
65 H -1.2502 2.8741 -1.9365  0.139
66 H -2.0411 1.3071 0.5868  -0.875
67 H -2.0198 3.0572 0.2807  0.504
68 H -4.2876 1.3434 -0.1202  0.306
69 H -4.1015 2.9688 -0.8585  0.267
70 H -4.1799 0.5644 -2.3380  0.381
71 H -3.6526 2.1442 -2.9496  0.346
72 H -1.7316 0.9535 -3.2255  0.123

Summary:
Multiplicity: 1
Highest occupied orbital energy, eV: -10.22
Net charge: +1
Gap between HOMO and LUMO, eV: 5.9040
ΔE to the lowest compared entry with this formula, charge and spin, kJ/mol: 36.24



Entry from OMol25: a structure of composition C30H36Br6F2O12 in a non-equilibrium geometry (ωB97M-V/def2-TZVPD).

Each line ends with the Löwdin spin population.
Element x y z (Å)
1 C 3.0235 3.0190 1.0881  0.000
2 C 4.2636 3.0156 0.2497  0.000
3 C 5.3001 2.0384 0.5372  0.000
4 O 5.6991 1.7660 -0.7268  0.000
5 C 4.8777 2.1959 -1.6509  0.000
6 O 5.0903 2.0598 -2.8546  0.000
7 O 3.8289 2.7888 -1.0659  0.000
8 H 2.3413 3.8113 0.7799  0.000
9 H 3.2920 3.1896 2.1307  0.000
10 H 2.5386 2.0453 1.1581  0.000
11 H 4.6447 4.0284 0.3802  0.000
12 H 4.9178 1.1721 1.0772  0.000
13 H 6.1604 2.3516 1.1288  0.000
14 C 0.1760 0.1120 3.3638  0.000
15 C -1.2009 0.8849 3.5705  0.000
16 C -2.4392 0.0058 3.3564  0.001
17 O -3.1416 0.1442 4.5652  0.000
18 C -2.3628 0.6661 5.5316  0.000
19 O -2.6215 0.7340 6.7348  0.000
20 O -1.2666 1.1668 4.9227  0.000
21 H 0.2582 -0.9117 3.7291  0.000
22 H 1.0303 0.6513 3.7731  0.000
23 H 0.1159 -0.0231 2.2839  0.000
24 H -1.4345 1.7697 2.9783  0.000
25 H -2.0792 -0.9855 3.0812  0.000
26 H -3.0721 0.3809 2.5522  0.001
27 C 3.3578 -1.0975 -3.0080  0.000
28 C 4.5139 -1.6408 -3.9339  0.000
29 C 5.8874 -1.4173 -3.4124  0.000
30 O 6.5229 -2.5664 -3.9151  0.000
31 C 5.6012 -3.5341 -4.0634  0.000
32 O 5.8317 -4.6984 -4.2713  0.000
33 O 4.4563 -3.0305 -3.8228  0.000
34 H 3.5285 -1.4384 -1.9869  0.000
35 H 2.4118 -1.4656 -3.4050  0.000
36 H 3.3677 -0.0096 -2.9409  0.000
37 H 4.4065 -1.2510 -4.9461  0.000
38 H 6.0059 -1.1001 -2.3763  0.000
39 H 6.2400 -0.5095 -3.9018  0.000
40 C 3.4745 -4.8205 -0.4801  0.000
41 C 2.3300 -3.9100 -0.0312  0.000
42 C 2.0492 -3.9453 1.4403  0.000
43 O 2.6243 -2.7052 1.8437  0.000
44 C 2.7458 -1.8437 0.7074  0.000
45 O 2.9950 -0.6167 0.6814  0.000
46 O 2.5031 -2.5836 -0.3880  0.000
47 H 4.3682 -4.3410 -0.0807  0.000
48 H 3.5667 -4.6471 -1.5523  0.000
49 H 3.3494 -5.8294 -0.0871  0.000
50 H 1.4771 -4.3845 -0.5166  0.000
51 H 2.4913 -4.7827 1.9801  0.000
52 H 0.9764 -4.0205 1.6184  0.000
53 F -4.4387 1.2098 0.9873  0.053
54 C -5.2068 0.0231 0.8216  0.161
55 C -4.6307 -1.2893 0.6951  0.223
56 C -5.4507 -2.3916 0.5486  0.004
57 C -6.8633 -2.2806 0.6167  0.228
58 C -7.4196 -1.0218 1.0659  0.264
59 C -6.5216 0.1010 1.1025  -0.002
60 H -3.5805 -1.4961 0.5518  0.007
61 H -5.0421 -3.3345 0.2164  -0.003
62 H -7.4462 -3.1704 0.4295  0.008
63 H -8.4764 -0.8000 1.0480  0.009
64 H -6.8578 1.0324 1.5338  -0.003
65 F -5.5018 4.9077 -0.4488  0.004
66 C -4.2277 4.4218 -0.2362  0.011
67 C -3.7076 4.5391 1.0597  0.003
68 C -2.4512 4.0669 1.4024  0.004
69 C -1.6920 3.4855 0.4132  0.011
70 C -2.1928 3.2582 -0.8994  0.001
71 C -3.4283 3.7590 -1.2651  0.005
72 H -4.3378 4.9501 1.8345  0.000
73 H -2.1472 4.1034 2.4380  0.000
74 H -0.6731 3.1451 0.5242  0.000
75 H -1.5641 2.8148 -1.6574  0.000
76 H -3.7863 3.6905 -2.2817  0.000
77 C -4.8723 0.8511 -3.2545  0.000
78 Br -5.4952 -1.0638 -3.2778  0.005
79 Br -5.8816 1.9587 -4.4491  0.000
80 Br -2.9436 0.9496 -3.6068  0.000
81 H -5.0327 1.3171 -2.2823  0.000
82 C -0.8645 -0.6459 -1.0919  0.000
83 Br 0.4436 0.8553 -0.5028  0.001
84 Br -0.6492 -2.2019 0.1583  0.000
85 Br -0.1969 -1.3457 -2.8065  0.000
86 H -1.8865 -0.2868 -1.2136  0.000

Summary:
Multiplicity: 2
Highest occupied orbital energy (spin up / spin down), eV: -11.83 / -11.67
Net charge: +1
Gap between HOMO and LUMO (spin up / spin down), eV: 6.6788 / 2.5046